ORCA calculation (ωB97M-V/def2-TZVPD) on a 2-piece molecular cluster, C5H7N4O overall.

Structure (XYZ):
```
17
Properties=species:S:1:pos:R:3
C -0.14815 -1.84609 0.09183
C -1.83671 0.16279 0.48724
C -1.57243 -1.31645 0.20102
C -1.01110 1.23287 -0.39612
C 0.38453 0.97788 -0.35775
N 4.01068 -1.11365 0.20713
N 0.96675 -1.32081 0.02639
N 3.65146 -0.06942 0.15824
N 1.38929 1.77969 -0.16041
O -2.47116 0.56843 1.39303
H -0.20954 -2.99821 0.07013
H -2.10113 -1.67707 -0.75992
H -2.20725 -1.86803 0.99085
H -1.33181 1.06778 -1.37682
H -1.44976 2.16949 -0.12802
H 1.58120 2.77016 -0.40009
H 2.35512 1.48065 -0.04673
```

Energy relative to the best compared isomer or geometry (same formula, charge and spin) = 406.3 kJ/mol
Highest occupied orbital energy (alpha / beta) = -14.216 / -14.025 eV
Multiplicity = 1
Kohn-Sham gap (alpha / beta) = 8.90 / 8.02 eV
Net charge = +1